Formula: C24H26N2O7S
Source: the Open Molecules 2025 dataset
Level of theory: ωB97M-V/def2-TZVPD

Total charge: 0
SMILES string: COC(=O)c1ccccc1S(=O)(=O)N(Cc1cc2ccc(OC)cc2[nH]c1=O)C[C@H]1CCCO1
Relative energy (zero: lowest compared OMol25 entry of this formula, charge and spin), kcal per mole: 1.2

Structure (XYZ):
```
60
C24H26N2O7S (ωB97M-V/def2-TZVPD)
C -3.273 -3.219 1.709
O -3.858 -2.180 0.936
C -3.759 -2.304 -0.386
O -3.395 -3.292 -0.966
C -4.253 -1.058 -1.050
C -5.328 -1.098 -1.930
C -5.793 0.074 -2.502
C -5.188 1.284 -2.200
C -4.099 1.321 -1.343
C -3.631 0.151 -0.776
S -2.176 0.174 0.298
O -2.610 0.544 1.612
O -1.516 -1.087 0.102
N -1.382 1.468 -0.385
C -0.703 1.208 -1.640
C 0.755 0.862 -1.506
C 1.184 -0.354 -1.098
C 2.570 -0.639 -0.936
C 3.055 -1.875 -0.500
C 4.403 -2.106 -0.357
C 5.323 -1.091 -0.652
O 6.671 -1.216 -0.548
C 7.210 -2.445 -0.123
C 4.864 0.147 -1.084
C 3.501 0.380 -1.226
N 3.029 1.594 -1.645
C 1.701 1.934 -1.792
O 1.401 3.067 -2.136
C -0.876 2.480 0.503
C 0.369 2.024 1.307
C 0.409 2.642 2.709
C -0.322 1.588 3.538
C 0.126 0.299 2.855
O 0.321 0.619 1.486
H -3.603 -3.061 2.733
H -2.187 -3.142 1.636
H -3.595 -4.195 1.338
H -5.793 -2.046 -2.154
H -6.631 0.044 -3.182
H -5.557 2.198 -2.641
H -3.601 2.249 -1.114
H -0.789 2.108 -2.260
H -1.246 0.384 -2.108
H 0.463 -1.122 -0.860
H 2.345 -2.655 -0.271
H 4.741 -3.072 -0.018
H 8.290 -2.306 -0.122
H 6.879 -2.702 0.889
H 6.951 -3.257 -0.809
H 5.584 0.920 -1.304
H 3.698 2.328 -1.848
H -0.636 3.370 -0.083
H -1.691 2.697 1.196
H 1.273 2.258 0.731
H 1.443 2.739 3.045
H -0.064 3.621 2.737
H -1.401 1.692 3.425
H -0.059 1.614 4.593
H 1.080 -0.062 3.268
H -0.621 -0.494 2.911
```

Formula: CH2BN
Source: the Open Molecules 2025 dataset
Level of theory: ωB97M-V/def2-TZVPD

Total charge: 0
Relative energy (zero: lowest compared OMol25 entry of this formula, charge and spin), kcal per mole: 110.1

Structure (XYZ):
```
5
CH2BN (ωB97M-V/def2-TZVPD)
B -0.122 -0.809 0.683
C 0.110 0.584 0.710
N 0.163 1.747 0.496
H 0.135 -1.802 0.250
H -0.286 0.280 -2.139
```

Formula: C5H29N2O8
Source: the Open Molecules 2025 dataset
Level of theory: ωB97M-V/def2-TZVPD

Total charge: +1
Relative energy (zero: lowest compared OMol25 entry of this formula, charge and spin), kcal per mole: 99.1

Structure (XYZ):
```
44
C5H29N2O8 (ωB97M-V/def2-TZVPD)
N -0.799 -0.871 -1.325
C -0.029 0.299 -1.966
C 0.941 -0.005 -3.192
C 2.397 -0.334 -2.740
O 0.362 -1.186 -3.602
C 0.774 0.856 -0.798
N 1.035 2.322 -1.147
C 0.784 3.046 0.066
H -0.119 -1.485 -0.680
H -1.311 -1.428 -2.020
H -1.553 -0.401 -0.699
H -0.666 1.076 -2.313
H 1.046 0.808 -4.094
H 2.906 -0.852 -3.570
H 2.336 -1.059 -2.060
H 2.876 0.485 -2.374
H 0.010 -1.179 -4.531
H 1.754 0.411 -0.622
H 0.116 0.798 0.163
H 2.099 2.484 -1.307
H 1.264 2.728 0.984
H 0.911 4.170 -0.115
H -0.322 2.921 0.400
H 0.922 -3.496 4.345
H 1.817 -2.467 3.725
O 1.546 -3.397 3.563
H -2.218 -3.979 -0.278
H -1.112 -3.428 0.667
O -1.744 -3.170 -0.108
H 2.905 -0.247 1.301
H 2.940 0.282 2.835
O 2.468 -0.171 2.204
H -2.400 0.304 1.888
H -1.813 1.302 0.875
O -2.213 0.468 0.971
H -1.940 3.895 -0.315
H -3.308 3.445 -0.101
O -2.400 3.064 -0.160
H -3.840 -0.684 3.395
H -4.352 0.596 2.989
O -3.603 0.229 3.579
H 0.708 -1.290 2.210
H 0.563 -2.872 2.199
O 0.264 -1.989 1.756
```

Formula: C8H14NO2
Source: the Open Molecules 2025 dataset
Level of theory: ωB97M-V/def2-TZVPD

Total charge: +1
SMILES string: CC1(C)OC=C2CC[C@H](O)[N@H+]21
Relative energy (zero: lowest compared OMol25 entry of this formula, charge and spin), kcal per mole: 36.6

Structure (XYZ):
```
25
C8H14NO2 (ωB97M-V/def2-TZVPD)
C -2.481 0.859 0.122
C -1.116 0.701 -0.541
C -0.481 2.010 -1.029
O -1.311 -0.102 -1.735
C -0.456 -1.130 -1.726
C 0.175 -1.293 -0.599
C 1.299 -2.055 -0.003
C 1.934 -1.084 1.051
C 1.211 0.163 0.822
O 0.947 1.006 1.854
N -0.189 -0.261 0.297
H -3.049 -0.009 0.107
H -3.102 1.583 -0.301
H -2.486 1.234 1.181
H 0.566 1.888 -1.356
H -0.445 2.774 -0.202
H -1.007 2.302 -1.879
H -0.483 -1.718 -2.699
H 0.936 -2.844 0.637
H 2.126 -2.439 -0.615
H 1.881 -1.522 2.022
H 2.964 -1.073 0.892
H 1.697 0.548 -0.003
H 1.672 0.838 2.480
H -0.804 -0.375 1.223
```

The records above yield electronic energy values of -1964.5411, -118.6856, -919.0132, -518.1526 a.u., respectively.